Entry 1:
{"formula": "C2H5Cl2", "method": "the ωB97M-V functional and the def2-TZVPD basis", "s2": 0.754, "e_tot_ha": -999.451082, "spin_multiplicity": 2, "symbols": ["Cl", "Cl", "H", "C", "H", "C", "H", "H", "H"], "positions_angstrom": [[-0.92731, -0.66947, 1.74216], [-0.74799, 0.90004, 0.33876], [2.15998, 1.76390, 0.93220], [2.27226, 0.79498, 0.42732], [2.41627, 0.79368, -0.66664], [2.49215, -0.52544, 1.10296], [2.65932, -1.08255, 0.12062], [3.46924, -0.56698, 1.61419], [1.64651, -0.98382, 1.70113]], "mulliken_spin": [0.002, 0.012, 0.010, 0.893, 0.017, -0.038, 0.001, 0.061, 0.041]}



Entry 2:
{"formula": "C2H5Cl2N3", "method": "the ωB97M-V functional and the def2-TZVPD basis", "e_tot_ha": -1163.714569, "smiles": "N=C=NCl.CNCl", "symbols": ["N", "C", "N", "Cl", "H", "C", "N", "Cl", "H", "H", "H", "H"], "positions_angstrom": [[-0.98181, 2.40377, -0.02399], [-1.52728, 1.32592, 0.19764], [-2.29388, 0.43167, 0.49194], [-2.63873, -0.94865, -0.34263], [-0.21621, 2.81536, 0.43979], [1.01571, -1.32145, 0.13819], [0.77986, -0.08738, -0.54556], [2.14040, 0.92330, -0.08555], [-0.06089, -1.74682, 0.51659], [1.52979, -2.22665, -0.31814], [1.49389, -1.20154, 1.03907], [0.75914, -0.36754, -1.50737]], "mulliken_charge": [-0.515, 0.582, -0.295, -0.054, 0.280, -0.713, -0.198, -0.138, 0.153, 0.294, 0.350, 0.254]}



Entry 3:
{"formula": "C2H5Cl2OP", "method": "the ωB97M-V functional and the def2-TZVPD basis", "s2": 2.011, "e_tot_ha": -1415.997718, "spin_multiplicity": 3, "symbols": ["C", "C", "O", "P", "Cl", "Cl", "H", "H", "H", "H", "H"], "positions_angstrom": [[1.44507, 0.88641, 0.50163], [-0.87012, -1.24776, -0.31834], [-1.03000, 1.25278, -1.42780], [-0.60913, 0.57369, -0.20256], [0.09730, -2.02226, -1.64250], [-1.80776, 0.94739, 1.41878], [1.84994, 0.10368, -0.20536], [1.76458, 1.93369, 0.05423], [1.50136, 0.95229, 1.49984], [-1.84866, -1.56687, -0.38570], [-0.49258, -1.81303, 0.70777]], "mulliken_spin": [0.888, 0.150, 0.378, 0.445, 0.007, 0.158, 0.000, -0.024, -0.002, 0.004, -0.004]}



Entry 4:
{"formula": "C2H5Cl3P2", "method": "the ωB97M-V functional and the def2-TZVPD basis", "e_tot_ha": -2142.409745, "symbols": ["C", "C", "P", "P", "Cl", "Cl", "Cl", "H", "H", "H", "H", "H"], "positions_angstrom": [[1.00666, 0.71562, 0.12749], [-0.18288, 1.04782, 1.00121], [0.90298, -1.08739, -0.45765], [-1.51052, -0.23807, 0.63339], [2.49342, 1.44613, 0.69936], [-0.74785, 2.66476, 0.90968], [0.07637, 0.87624, 2.83541], [0.72639, 1.33973, -0.81674], [2.17858, -1.15975, -1.08261], [1.33206, -1.82585, 0.73122], [-2.57037, 0.59722, 1.03293], [-1.35969, -0.22438, -0.73926]], "mulliken_charge": [-0.227, 0.174, -0.139, -0.069, -0.125, -0.122, -0.162, 0.340, 0.080, 0.095, 0.069, 0.087]}



Entry 5:
{"formula": "C2H5ClFN2", "method": "the ωB97M-V functional and the def2-TZVPD basis", "charge": 1, "e_tot_ha": -748.500983, "smiles": "NC(=[NH2+])[C@@H](F)Cl", "symbols": ["N", "C", "N", "C", "F", "Cl", "H", "H", "H", "H", "H"], "positions_angstrom": [[0.84628, -0.92810, -0.20658], [0.02112, 0.02743, 0.19053], [-1.22312, 0.11384, 0.00092], [0.58763, 1.29867, 1.23781], [-0.29863, 1.40153, 2.23668], [2.24892, 0.84581, 1.95645], [1.78620, -0.76440, 0.01279], [0.54102, -1.70675, -0.83191], [-1.93979, 0.83990, 0.28107], [-1.50978, -0.63370, -0.58236], [0.59338, 2.28425, 0.83280]], "mulliken_charge": [-0.348, 0.608, -0.275, 0.029, -0.198, -0.140, 0.190, 0.257, 0.287, 0.237, 0.352]}



Entry 6:
{"formula": "C2H5ClIN", "method": "the ωB97M-V functional and the def2-TZVPD basis", "e_tot_ha": -891.665938, "symbols": ["C", "C", "N", "Cl", "I", "H", "H", "H", "H", "H"], "positions_angstrom": [[-1.77084, 0.36300, 1.12098], [2.04892, -0.89660, -1.46927], [-0.63295, 0.33761, 0.23576], [-0.09336, 1.77373, -0.35841], [3.16505, -0.36054, 0.18510], [-1.71826, -0.39241, 1.89377], [-2.10030, 1.32971, 1.63021], [-2.59250, 0.10288, 0.50730], [1.62087, -1.95310, -1.40383], [2.07337, -0.30429, -2.34160]], "mulliken_charge": [-0.654, -0.807, -0.131, -0.027, 0.088, 0.268, 0.273, 0.285, 0.298, 0.408]}



Entry 7:
{"formula": "C2H5ClNO", "method": "the ωB97M-V functional and the def2-TZVPD basis", "charge": -1, "e_tot_ha": -669.315835, "symbols": ["C", "C", "N", "O", "Cl", "H", "H", "H", "H", "H"], "positions_angstrom": [[0.34158, 0.24456, -0.41775], [-0.55527, -0.35840, 0.59387], [-2.28666, 0.78525, 0.55206], [-2.09524, 1.65893, -0.26593], [-3.55818, -0.62618, -0.22934], [0.73494, -0.49787, -1.11586], [-0.23977, 0.98466, -0.99682], [1.17774, 0.77627, 0.04266], [-0.95955, -1.33571, 0.39043], [-0.32509, -0.18719, 1.63464]], "mulliken_charge": [-0.750, -0.597, 0.031, -0.409, -0.545, 0.251, 0.265, 0.224, 0.243, 0.287]}



Entry 8:
{"formula": "C2H5ClNS", "method": "the ωB97M-V functional and the def2-TZVPD basis", "charge": 1, "e_tot_ha": -991.996898, "symbols": ["C", "C", "N", "S", "Cl", "H", "H", "H", "H", "H"], "positions_angstrom": [[3.47479, -0.68931, 0.06514], [-0.71614, 0.28499, -0.14858], [-0.61516, 1.52048, -0.24468], [2.15361, 0.16350, -0.08015], [4.94487, 0.32096, 0.26343], [-1.19834, -0.05159, 0.78756], [-0.66496, -0.29490, -1.01461], [-1.00486, 1.98088, 0.57617], [3.47349, -1.78064, 0.37225], [-0.07187, 2.03848, -0.91689]], "mulliken_charge": [0.071, -0.258, -0.117, -0.202, -0.050, 0.272, 0.382, 0.276, 0.333, 0.293]}